No. 1
# C28H54N3O12P3S

A structure of composition C28H54N3O12P3S in a non-equilibrium geometry (ωB97M-V/def2-TZVPD, OMol25).

Last column: Mulliken charge in e.
Cartesian coordinates (Å):
C  0.5809  -2.0985  -0.0184  -1.53
C  -0.6691  -1.8272  -0.3840  -0.83
C  -1.6300  -0.9957  0.3668  0.93
C  -2.2652  0.1441  -0.2721  0.42
C  -1.9096  0.5500  -1.6853  -0.83
P  -2.1832  -0.6534  -3.0094  0.61
O  -3.0206  -1.7931  -2.6289  -0.64
O  -2.8318  0.2183  -4.1835  -0.54
O  -0.7503  -1.0158  -3.6264  -0.44
C  -3.1895  0.8926  0.3986  0.05
C  -3.9531  2.0739  -0.1256  -1.81
C  -5.4271  1.7641  -0.5308  -0.56
C  -5.7929  0.2774  -0.5384  0.11
P  -7.4934  0.0279  -1.0220  0.61
O  -8.4321  0.9644  -0.3803  -0.79
O  -7.4803  0.0546  -2.6110  -0.25
C  -8.5985  -0.5062  -3.3182  -0.28
C  -9.8478  0.3524  -3.2608  -1.05
O  -7.7945  -1.5002  -0.6481  -0.25
C  -8.8545  -1.7771  0.2912  -0.08
C  -8.9243  -3.2844  0.4372  -1.25
C  -3.4813  0.5126  1.7364  0.65
N  -4.3712  1.1332  2.5224  -0.50
S  -4.3864  0.3464  3.9088  0.11
N  -3.3043  -0.8031  3.6204  -0.69
C  -2.8693  -0.5989  2.3724  0.78
C  -1.9150  -1.3645  1.6420  0.15
P  -1.2219  -2.8204  2.4834  0.21
N  -1.7487  -4.1904  1.9417  -0.70
H  1.0783  -2.9662  -0.4335  0.31
H  1.1183  -1.4894  0.6977  0.60
H  -1.0548  -2.2861  -1.2866  0.74
H  -0.8528  0.8345  -1.7125  0.52
H  -2.4680  1.4280  -1.9879  0.26
H  -2.2545  0.2892  -4.9524  0.31
H  -0.5581  -1.9587  -3.5560  0.36
H  -3.4568  2.5512  -0.9661  0.50
H  -3.9614  2.8211  0.6672  0.45
H  -5.6306  2.2201  -1.4990  0.50
H  -6.0797  2.2515  0.1910  0.29
H  -5.1353  -0.3219  -1.1715  -0.02
H  -5.7602  -0.1053  0.4827  0.08
H  -8.2721  -0.5767  -4.3548  0.34
H  -8.8049  -1.5249  -2.9901  0.28
H  -10.4935  0.0587  -4.0921  0.42
H  -10.4224  0.1977  -2.3501  0.27
H  -9.6148  1.4061  -3.3929  0.27
H  -9.7879  -1.3700  -0.0952  0.25
H  -8.6458  -1.3018  1.2491  0.34
H  -8.9279  -3.7223  -0.5613  0.29
H  -8.0100  -3.6391  0.9124  0.31
H  -9.8041  -3.5912  0.9958  0.39
H  -1.5211  -2.5891  3.8325  0.09
H  0.1663  -2.6501  2.4201  0.02
H  -2.2439  -4.7248  2.6421  0.24
C  2.4972  -0.5238  -2.8991  -0.65
O  3.6174  0.0259  -2.2423  -0.36
C  3.8465  -0.4670  -0.9349  0.02
C  5.2678  -0.9443  -0.7301  -0.04
O  5.6340  -2.1044  -1.4554  -0.51
C  5.7773  -2.0377  -2.8620  -0.19
C  6.9237  -1.1895  -3.3684  -0.55
O  6.7065  0.1959  -3.1721  -0.31
C  7.7831  0.9063  -2.6046  -0.76
H  1.5840  0.0257  -2.6507  0.16
H  2.6702  -0.4406  -3.9728  0.37
H  2.3599  -1.5822  -2.6528  0.33
H  3.1498  -1.2728  -0.6854  -0.13
H  3.6756  0.3590  -0.2311  0.28
H  5.3509  -1.2330  0.3210  0.35
H  5.9867  -0.1357  -0.8839  -0.08
H  4.8410  -1.7569  -3.3491  0.00
H  5.9949  -3.0656  -3.1637  0.43
H  7.0153  -1.3693  -4.4474  0.40
H  7.8553  -1.5114  -2.8909  0.34
H  8.3463  0.2930  -1.8938  0.40
H  7.3723  1.7649  -2.0717  0.17
H  8.4677  1.2722  -3.3775  0.31
C  7.3136  3.2908  1.2865  -0.72
O  6.2663  3.4416  2.2190  -0.32
C  5.0077  2.9613  1.7898  -0.34
C  4.3526  2.0192  2.7782  -0.43
O  4.9888  0.7639  2.9624  -0.38
C  6.2525  0.7239  3.6058  -0.25
C  6.2780  1.1436  5.0600  -0.63
O  6.0741  2.5323  5.2379  -0.29
C  5.1323  2.8872  6.2251  -0.82
H  7.3435  4.1312  0.5848  0.30
H  8.2511  3.2678  1.8420  0.29
H  7.2235  2.3551  0.7241  0.25
H  5.0862  2.4687  0.8139  0.17
H  4.3393  3.8246  1.6765  0.40
H  3.3697  1.7765  2.3637  0.48
H  4.1733  2.4988  3.7422  0.15
H  7.0089  1.2619  3.0307  0.11
H  6.5341  -0.3321  3.5838  0.40
H  7.2720  0.8939  5.4530  0.39
H  5.5369  0.5643  5.6212  0.34
H  4.3173  2.1593  6.2908  0.39
H  4.7113  3.8549  5.9520  0.24
H  5.6058  2.9786  7.2086  0.28

Force components x, y, z for each atom (eV/Å):
-0.18 0.15 -0.17
0.27 -0.06 -0.26
0.35 0.65 -0.68
-0.42 -0.05 -0.18
0.68 -0.20 0.09
-0.94 -0.15 0.04
0.22 -0.09 0.12
0.39 0.20 -0.02
0.15 0.03 -0.07
0.04 0.12 -0.03
-0.14 0.14 -0.14
0.12 0.03 0.35
0.05 0.23 -0.32
-0.27 0.22 0.44
-0.01 -0.05 -0.05
0.06 -0.37 0.20
-0.19 0.20 -0.67
-0.24 -0.26 -0.18
-0.02 0.16 -0.05
-0.16 -0.40 0.02
0.49 0.28 -0.38
-0.26 0.05 0.36
0.00 0.09 -0.08
0.01 -0.14 0.14
-0.03 0.12 0.01
-0.06 0.08 -0.32
0.27 -0.11 0.96
-0.50 -0.90 -0.11
0.17 0.18 -0.06
0.31 0.33 -0.35
-0.15 -0.29 0.36
-0.30 -0.52 0.37
0.03 -0.03 -0.13
-0.03 -0.01 0.02
-0.08 0.02 -0.07
-0.02 -0.02 -0.02
0.12 -0.08 0.03
-0.06 0.02 0.02
-0.01 -0.06 -0.07
-0.11 0.03 -0.08
0.01 -0.10 0.06
0.12 -0.15 -0.01
0.18 0.04 0.03
0.14 0.00 0.24
-0.01 -0.03 -0.01
0.14 0.22 0.15
0.06 0.04 0.15
-0.01 0.05 0.02
0.05 0.14 -0.04
-0.26 -0.11 0.03
-0.11 -0.10 0.19
0.00 -0.05 0.06
0.17 0.37 0.02
0.00 0.16 0.11
-0.04 -0.09 -0.06
0.05 0.20 -0.03
0.07 -0.27 -0.10
0.03 0.32 0.06
0.16 0.04 0.14
0.00 -0.15 0.09
-0.09 -0.05 -0.07
0.04 0.12 -0.21
-0.08 -0.06 0.26
-0.01 0.04 -0.13
-0.06 -0.10 0.03
-0.02 0.05 0.00
-0.02 0.00 0.03
0.01 -0.04 -0.10
-0.04 -0.12 0.14
-0.02 -0.02 0.00
-0.13 0.07 -0.17
0.05 0.18 0.02
0.01 -0.01 0.02
0.08 -0.12 0.02
-0.01 0.02 0.05
-0.01 0.00 0.01
-0.01 0.02 -0.04
0.06 -0.03 0.04
-0.02 0.10 0.05
0.07 -0.28 0.04
-0.06 0.25 0.00
-0.10 -0.10 0.18
-0.05 -0.04 -0.12
0.11 -0.09 -0.12
0.15 0.08 0.14
-0.23 -0.03 -0.19
0.13 0.04 0.06
0.00 -0.05 -0.07
0.00 0.05 0.01
0.00 0.00 -0.01
0.06 -0.04 0.02
-0.09 -0.07 -0.11
0.01 -0.04 -0.01
0.16 0.17 -0.06
-0.05 0.17 0.09
-0.02 -0.01 0.00
-0.04 -0.15 0.02
-0.04 0.02 -0.02
-0.01 0.00 -0.01
0.04 0.02 0.01
-0.05 -0.05 0.03

E_HOMO	-8.5	eV
F_max	1.04	eV Å⁻¹
DFT total energy	-3588.69792	Eh
multiplicity	1
LUMO level	-0.031	Ha
orbital gap	0.2814	Eh

---

No. 2
# C28H54N7O7P

A cluster of 7 separate species, C28H54N7O7P in total in a non-equilibrium geometry (ωB97M-V/def2-TZVPD, OMol25).

Last column: Mulliken charge in e.
Cartesian coordinates (Å):
C  22.3730  9.4695  -23.8910  -0.63
N  23.5697  9.7672  -23.0940  0.29
C  24.8033  9.6586  -23.8510  -1.09
P  23.5512  10.7323  -21.6968  0.23
O  24.8911  10.8897  -21.0906  -0.90
N  22.7906  12.1935  -22.0255  0.46
C  21.4647  12.3068  -22.6282  -0.72
C  23.5338  13.4361  -22.0915  -1.09
N  22.4490  9.9249  -20.7103  0.87
C  22.6346  8.5121  -20.4782  -0.88
C  21.8946  10.7059  -19.5983  -1.33
H  22.4378  8.5465  -24.4613  0.43
H  22.2620  10.2992  -24.6023  0.28
H  21.5367  9.5379  -23.1959  -0.10
H  25.6809  9.6369  -23.2057  0.34
H  24.9610  10.4596  -24.5832  0.31
H  24.7998  8.7067  -24.3884  0.33
H  21.5379  12.3500  -23.7209  0.22
H  20.8851  11.4436  -22.2979  -0.03
H  20.9703  13.2300  -22.3237  0.43
H  24.5618  13.3172  -21.7473  0.35
H  23.5271  13.8189  -23.1173  0.31
H  23.0889  14.1563  -21.3948  0.28
H  22.7401  8.0131  -21.4427  0.36
H  23.5146  8.2672  -19.8729  0.25
H  21.7390  8.1136  -19.9945  0.09
H  21.0790  10.1157  -19.1764  0.27
H  21.5594  11.6971  -19.8837  0.44
H  22.6577  10.8054  -18.8211  0.32
O  19.4359  15.6919  -20.5634  -0.61
C  19.0772  14.6110  -20.2253  0.71
O  18.8650  13.5521  -21.0340  -0.39
C  18.6134  12.3588  -20.2878  1.93
C  18.4403  12.9036  -18.8617  0.83
O  18.8572  14.2616  -18.9554  -0.34
H  17.8009  11.7587  -20.6852  -0.39
H  19.5019  11.7246  -20.3127  -1.19
H  19.1605  12.5044  -18.1482  -0.17
H  17.4142  12.8360  -18.4998  -0.45
O  21.2531  11.4024  -16.6597  -0.47
C  20.8721  12.1895  -15.8656  0.60
O  20.8581  11.9893  -14.5262  -0.37
C  20.3252  13.1106  -13.8501  -0.33
C  19.8261  14.0151  -15.0105  -0.18
O  20.3368  13.3833  -16.1636  -0.24
H  19.5232  12.9665  -13.1245  0.32
H  21.0979  13.5950  -13.2489  0.25
H  20.2912  14.9988  -14.9583  0.28
H  18.7410  14.0923  -15.0473  0.13
C  15.5833  11.6045  -25.8648  -0.90
C  15.0396  12.9231  -25.3032  -0.50
C  14.3783  12.8016  -23.9372  -0.38
C  15.2633  12.1239  -22.9649  0.21
N  15.9409  11.5843  -22.2127  -0.43
H  16.0866  11.8125  -26.8048  0.37
H  14.7275  10.9415  -26.0254  0.29
H  16.2311  11.0799  -25.1656  0.13
H  14.3718  13.4304  -26.0010  0.32
H  15.8826  13.6195  -25.2275  0.30
H  13.4382  12.2574  -24.0064  0.30
H  14.2844  13.7876  -23.4749  0.26
C  16.1261  7.1001  -16.3332  -1.18
C  17.5733  7.5386  -16.5126  -0.47
C  17.9680  7.6099  -17.9885  -0.24
C  17.3120  8.6881  -18.7319  0.30
N  16.8215  9.5316  -19.3333  -0.41
H  15.8852  6.0932  -16.6851  0.31
H  15.5183  7.8034  -16.9087  0.31
H  15.7864  7.0819  -15.2972  0.36
H  18.2753  6.8851  -15.9925  0.36
H  17.6925  8.5176  -16.0400  0.25
H  17.5465  6.6870  -18.4064  0.28
H  19.0478  7.5563  -18.1003  0.19
C  13.1379  14.8485  -15.5625  -1.23
C  14.2604  13.7865  -15.5396  -0.41
C  14.8894  13.7223  -16.9366  -0.27
C  15.8375  14.8292  -17.1509  0.29
N  16.5344  15.7249  -17.3309  -0.51
H  12.7205  14.9879  -14.5646  0.36
H  12.2996  14.4367  -16.1338  0.33
H  13.4165  15.7832  -16.0486  0.33
H  13.6646  12.8983  -15.3193  0.30
H  14.9017  13.9817  -14.6839  0.34
H  14.1243  13.8401  -17.7060  0.33
H  15.3640  12.7660  -17.1599  0.16
C  18.8020  8.9754  -22.4375  -0.68
C  17.4298  8.3040  -22.5239  0.12
C  17.4396  7.1928  -23.5867  -0.67
C  17.2893  7.7434  -24.9425  0.23
N  17.1365  8.1700  -25.9980  -0.48
H  19.5230  8.2739  -22.0186  0.35
H  18.7120  9.8344  -21.7676  -0.30
H  19.1275  9.4180  -23.3806  0.49
H  16.6483  9.0342  -22.7196  0.23
H  17.2743  7.8135  -21.5629  0.00
H  16.6079  6.4817  -23.5769  0.37
H  18.3878  6.6564  -23.5337  0.30

Force components x, y, z for each atom (eV/Å):
0.41 1.79 0.67
0.41 -0.38 0.44
0.41 -0.22 0.04
-0.57 -0.44 -0.21
-0.15 0.22 -0.62
0.24 -0.29 0.24
0.45 -0.34 0.11
0.31 0.07 0.48
-0.38 1.23 -1.11
-0.07 -0.17 -0.20
0.72 -1.01 0.40
0.06 -0.27 0.34
-0.30 -0.27 -0.26
-0.23 -0.53 -0.33
-0.18 0.14 0.19
-0.20 0.07 -0.04
-0.06 0.02 -0.10
-0.15 -0.19 -0.01
-0.27 0.14 -0.26
0.05 -0.08 0.27
-0.04 -0.28 -0.20
0.05 0.19 0.11
-0.14 0.16 -0.34
0.07 -0.06 0.08
-0.05 0.09 0.11
0.05 -0.01 0.08
-0.17 0.24 0.07
0.03 -0.05 -0.20
-0.18 0.19 0.18
-0.01 0.05 -0.41
0.03 -0.26 0.27
-0.21 -0.06 -0.80
0.72 -0.14 0.73
0.39 -0.11 0.17
-0.36 0.32 0.23
-0.35 0.52 -0.05
0.07 0.15 -0.20
-0.42 -0.63 -0.03
0.05 0.12 0.04
0.32 -0.40 -0.37
-0.64 0.32 0.60
-0.19 -0.56 0.43
-0.08 1.60 -0.03
0.63 0.31 0.85
-0.01 -0.19 -0.56
-0.10 -1.06 -0.35
0.30 -0.07 -0.35
-0.34 0.09 0.01
0.03 -0.01 -0.21
-1.13 0.25 0.17
1.12 0.33 -0.18
0.86 0.07 0.56
-0.38 -0.30 -0.40
0.10 0.02 0.04
0.10 -0.32 -0.03
0.19 -0.14 -0.32
0.26 0.21 -0.05
-0.26 -0.31 0.02
-0.03 -0.04 0.23
-0.12 0.15 0.23
-0.69 0.05 -0.31
-0.31 -0.01 -0.10
-0.01 0.27 0.64
-0.76 -1.01 0.16
0.76 -0.08 0.26
-0.19 0.25 -0.03
0.39 0.03 -0.32
-0.30 -0.11 0.20
0.18 0.40 0.05
-0.06 -0.14 -0.12
0.06 0.01 -0.08
0.34 -0.01 -0.28
0.00 0.47 -0.30
-0.33 -0.40 -0.10
-1.81 0.60 -0.12
0.43 0.00 0.18
-0.07 -0.16 -0.05
-0.04 -0.10 0.15
0.25 0.39 0.02
0.09 0.09 -0.17
0.13 0.13 0.35
0.69 -0.48 -0.11
0.57 -0.12 -0.38
-0.19 -0.04 0.13
0.23 0.06 0.16
-0.65 0.64 0.24
0.50 -0.56 -0.07
-0.30 0.33 -0.83
0.42 0.17 -0.05
-0.02 0.03 0.03
0.27 0.11 -0.22
0.12 -0.16 0.18
0.11 -0.39 -0.16
-0.10 -0.07 0.15
-0.40 0.18 0.04
0.11 -0.05 0.76
-0.10 -0.19 -0.05

E_HOMO	-8.1	eV
F_max	1.96	eV Å⁻¹
DFT total energy	-2350.63936	Eh
multiplicity	1
SMILES	CN(C)P(=O)(N(C)C)N(C)C.O=C1OCCO1.O=C1OCCO1.CCCC#N.CCCC#N.CCCC#N.CCCC#N
LUMO level	0.005	Ha
orbital gap	0.3025	Eh

---

Q: E_HOMO of number 1 (C28H54N3O12P3S)?
A: -8.5 eV